No. 1
The following is a quantum chemistry calculation of a molecular structure, C5H6LiO4Pd at a distorted geometry, from the OMol25 dataset.

```
17
Properties=species:S:1:pos:R:3
Pd 0.9026 1.1393 -0.6397
O -3.5893 0.3354 0.7876
O 0.5517 2.4163 1.1199
O -0.5837 1.0384 2.5000
O 0.9599 0.0660 0.6676
C -2.6271 -0.2765 0.1500
C 0.2181 1.3816 1.6729
C 0.6174 -1.2934 0.8584
C -1.8927 -1.3143 0.6373
C -0.5915 -1.7815 0.0592
Li -2.4449 0.4317 2.2564
H 0.3820 -1.3696 1.9336
H -0.5394 -2.8832 0.0346
H 1.5030 -1.9090 0.6334
H -2.3565 0.1126 -0.8524
H -2.1974 -1.7621 1.5957
H -0.4856 -1.4508 -0.9864
```

Properties
- Net charge: 0
- Multiplicity: 4
- Gap between HOMO and LUMO (alpha / beta): 6.42 / 5.09 eV

natural (NBO) population analysis, charges in e, atoms 1 to 6: 0.5378, -0.8683, -0.6007, -0.6604, -0.6575, 0.1942

***

No. 2
The following is a quantum chemistry calculation of a gas-phase ion, C5H6N (charge +1) at a distorted geometry, from the OMol25 dataset.

```
12
Properties=species:S:1:pos:R:3
N -0.0487 1.5881 -0.2473
C -0.0184 0.6771 -1.0830
C 0.1090 -0.8275 -0.9145
C 0.1816 -1.2806 0.5338
C 0.0552 1.1245 1.2620
C 0.0647 -0.3716 1.4109
H 0.6898 -1.3700 -1.6629
H 0.8702 1.6997 1.7601
H 0.1743 -2.3642 0.7178
H -0.8395 -1.2352 -1.4491
H -0.9855 1.5014 1.7784
H -0.2525 0.8582 -2.1063
```

Properties
- Net charge: +1
- Energy above the lowest of the compared OMol25 structures with the same formula, charge and spin: 524.2 kJ/mol
- Gap between HOMO and LUMO (alpha / beta): 7.50 / 7.50 eV

natural (NBO) population analysis, charges in e, atoms 1 to 6: -0.1893, 0.1380, -0.4717, -0.3355, -0.4171, 0.5138

***

No. 3
The following is a quantum chemistry calculation of a molecular structure, C5H6N at a distorted geometry, from the OMol25 dataset.

```
12
Properties=species:S:1:pos:R:3
N 1.3211 0.8993 0.6626
C -0.7949 1.2221 -0.2641
C 0.5853 1.1505 -0.4485
C -0.0660 0.1961 0.8201
C 1.3947 -0.0170 -0.5745
C 0.4022 -1.0195 0.0597
H 0.9715 -1.6959 0.5390
H 2.2561 -0.0667 -1.1001
H -1.2185 1.9610 0.3048
H -0.3134 0.1707 1.8719
H -1.4861 0.7701 -1.1407
H -0.3059 -1.5686 -0.7245
```

Properties
- Net charge: +1
- Energy above the lowest of the compared OMol25 structures with the same formula, charge and spin: 597.4 kJ/mol
- Gap between HOMO and LUMO: 10.34 eV

natural (NBO) population analysis, charges in e, atoms 1 to 6: -0.2169, -0.3711, 0.4029, -0.0126, -0.0566, -0.3949

***

Q: Among the records above, which one has the lowest net charge?
A: C5H6LiO4Pd

***

Q: Which value of net charge does entry 1 give?
A: 0

***

Q: Among the records above, which one has the lowest net charge?
A: C5H6LiO4Pd